Formula: CH3N4Si
Source: OMol25
Level of theory: ωB97M-V/def2-TZVPD

Each line ends with the Löwdin spin population.
CARTESIAN COORDINATES (ANGSTROEM)
1 C 0.100 0.144 -1.378  0.01
2 N 1.159 -2.461 0.062  0.78
3 N 0.311 -0.548 -2.304  0.02
4 N 0.226 -0.632 1.026  0.58
5 N 0.686 -1.450 0.318  0.47
6 Si -0.525 0.805 0.370  0.09
7 H -1.846 0.969 -0.348  0.01
8 H 0.580 1.822 0.358  0.04
9 H -0.691 1.351 1.896  0.00

Properties
spin multiplicity	3
energy above the lowest of the compared OMol25 structures with the same formula, charge and spin	174.3	kJ/mol
total energy	-14918.12331	eV
charge	-1

Formula: C30H28MgN5O6
Source: OMol25
Level of theory: ωB97M-V/def2-TZVPD

Each line ends with the natural charge from an NBO analysis.
CARTESIAN COORDINATES (ANGSTROEM)
1 Mg 12.367 9.570 14.269  1.78
2 C 13.116 13.138 18.967  -0.26
3 O 13.087 12.887 17.548  -0.52
4 C 14.201 12.472 16.931  0.30
5 C 15.421 12.777 17.517  -0.30
6 C 16.604 12.436 16.868  -0.27
7 C 16.591 11.757 15.646  -0.19
8 C 15.358 11.494 15.019  -0.22
9 C 15.386 10.767 13.814  0.18
10 N 14.340 10.343 13.125  -0.42
11 N 14.113 10.617 11.862  -0.40
12 C 12.804 10.450 11.541  0.55
13 O 11.875 10.309 12.376  -0.83
14 C 12.514 10.526 10.055  -0.08
15 C 13.373 11.316 9.298  -0.19
16 C 13.085 11.670 7.986  -0.23
17 C 11.921 11.159 7.402  -0.24
18 C 11.090 10.263 8.152  -0.21
19 C 11.423 9.906 9.448  -0.22
20 C 14.081 11.812 15.646  0.41
21 O 12.952 11.559 15.138  -0.78
22 H 12.060 13.097 19.294  0.19
23 H 13.549 14.114 19.120  0.17
24 H 13.682 12.366 19.519  0.19
25 H 15.387 13.374 18.424  0.20
26 H 17.518 12.714 17.406  0.19
27 H 17.524 11.549 15.181  0.20
28 H 16.418 10.576 13.470  0.13
29 H 14.272 11.699 9.754  0.24
30 H 13.762 12.313 7.428  0.20
31 H 11.640 11.467 6.397  0.20
32 H 10.122 9.907 7.748  0.20
33 H 10.808 9.269 10.020  0.22
34 C 5.928 8.991 14.334  -0.22
35 C 6.843 10.035 14.517  -0.22
36 C 8.189 9.874 14.175  -0.21
37 C 8.612 8.759 13.485  0.09
38 C 7.603 7.898 12.996  -0.20
39 C 6.354 7.872 13.581  -0.22
40 N 9.965 8.409 13.413  -0.19
41 N 10.191 7.336 12.765  -0.23
42 C 11.545 6.987 12.580  0.31
43 C 11.760 6.100 11.526  -0.24
44 C 13.027 5.505 11.348  -0.16
45 C 14.103 5.962 12.172  -0.28
46 C 13.773 6.894 13.174  0.07
47 N 12.528 7.413 13.429  -0.53
48 H 4.920 9.008 14.731  0.21
49 H 6.519 10.942 15.016  0.21
50 H 8.961 10.581 14.422  0.24
51 H 7.869 7.179 12.200  0.23
52 H 5.685 7.022 13.475  0.21
53 H 10.994 5.939 10.785  0.23
54 H 13.216 4.701 10.652  0.21
55 H 15.109 5.616 12.040  0.22
56 H 14.507 7.207 13.920  0.24
57 C 11.622 9.467 18.523  -0.63
58 C 12.013 8.732 17.231  0.14
59 C 11.849 7.220 17.446  -0.62
60 O 11.185 9.149 16.135  -0.79
61 C 13.479 9.035 16.811  0.78
62 O 14.300 9.368 17.659  -0.68
63 O 13.698 8.916 15.542  -0.92
64 H 10.584 9.145 18.841  0.18
65 H 11.649 10.535 18.391  0.23
66 H 12.369 9.145 19.273  0.24
67 H 10.728 7.020 17.575  0.18
68 H 12.325 6.875 18.357  0.22
69 H 12.152 6.579 16.622  0.23
70 H 10.242 9.115 16.288  0.49

Properties
energy above the lowest of the compared OMol25 structures with the same formula, charge and spin	210.4	kJ/mol
total energy	-56746.03449	eV
charge	-1

Formula: C31H39AgCl5FOP
Source: OMol25
Level of theory: ωB97M-V/def2-TZVPD

Each line ends with the Mulliken charge.
CARTESIAN COORDINATES (ANGSTROEM)
1 Ag 2.609 -2.547 -0.468  -0.18
2 Cl -0.910 -2.339 0.848  0.33
3 C 0.450 -3.314 1.419  -1.12
4 C 0.282 -4.653 1.386  1.69
5 C 1.310 -5.517 1.979  -0.86
6 Cl 2.740 -4.943 2.708  -0.17
7 C 0.943 -6.808 1.846  0.48
8 Cl 1.792 -8.195 2.375  -0.23
9 C -0.335 -6.849 1.154  0.13
10 Cl -1.182 -8.288 0.785  -0.22
11 C -0.719 -5.585 0.876  0.00
12 Cl -2.174 -5.185 0.040  -0.25
13 F 5.511 3.185 1.449  -0.41
14 C 5.315 1.866 1.139  0.53
15 C 5.824 1.366 -0.039  -0.53
16 C 5.612 0.028 -0.349  -0.44
17 C 4.903 -0.840 0.499  0.78
18 C 4.668 -2.250 0.160  -1.84
19 C 4.408 -0.270 1.688  -0.32
20 C 4.606 1.064 2.011  -0.57
21 H 6.379 2.017 -0.704  0.40
22 H 6.015 -0.367 -1.275  0.31
23 H 4.782 -2.896 1.035  0.32
24 H 5.346 -2.591 -0.624  0.44
25 H 3.838 -0.899 2.362  0.36
26 H 4.213 1.484 2.928  0.42
27 O -0.663 0.621 1.301  -0.55
28 P -1.268 0.857 -0.176  -0.22
29 C -1.761 2.603 -0.202  0.73
30 C -0.728 3.533 0.501  -0.60
31 C -1.310 4.263 1.714  -1.13
32 C -2.113 3.331 2.617  -0.76
33 C -3.247 2.613 1.851  -0.32
34 C -3.171 2.853 0.346  -1.66
35 C -2.610 -0.256 -0.502  0.58
36 C -3.244 -0.600 0.636  -0.10
37 C -4.518 -1.409 0.462  -0.90
38 C -4.793 -2.029 -0.910  -0.38
39 C -4.481 -0.996 -1.987  -1.12
40 C -2.994 -0.674 -1.925  -0.42
41 C 0.144 0.583 -1.304  1.14
42 C -0.035 1.168 -2.719  -0.76
43 C 0.551 2.566 -2.908  -0.50
44 C 2.012 2.610 -2.485  -1.10
45 C 2.133 2.232 -1.015  0.15
46 C 1.561 0.843 -0.752  -1.41
47 H -1.763 2.791 -1.281  0.75
48 H -0.352 4.266 -0.215  0.30
49 H 0.137 2.959 0.836  0.11
50 H -1.938 5.097 1.386  0.39
51 H -0.484 4.707 2.274  0.51
52 H -2.521 3.906 3.451  0.45
53 H -1.436 2.592 3.051  0.27
54 H -4.225 2.939 2.212  0.53
55 H -3.195 1.534 2.017  -0.01
56 H -3.421 3.893 0.113  0.60
57 H -3.897 2.226 -0.174  0.46
58 H 1.054 -2.703 -1.191  -0.12
59 H -0.586 -0.313 1.399  0.30
60 H -1.735 -2.928 0.023  -0.04
61 H -5.315 -0.679 0.672  0.30
62 H -4.609 -2.144 1.267  0.36
63 H -5.828 -2.380 -0.973  0.38
64 H -4.158 -2.910 -1.078  0.02
65 H -5.071 -0.093 -1.793  0.30
66 H -4.747 -1.352 -2.985  0.42
67 H -2.719 0.057 -2.688  0.07
68 H -2.443 -1.585 -2.201  0.24
69 H 0.088 -0.515 -1.385  -0.12
70 H -1.082 1.160 -3.025  0.02
71 H 0.483 0.490 -3.404  0.45
72 H -0.007 3.304 -2.321  0.05
73 H 0.438 2.853 -3.957  0.51
74 H 2.434 3.602 -2.664  0.47
75 H 2.586 1.902 -3.094  0.33
76 H 1.624 2.993 -0.417  0.09
77 H 3.173 2.234 -0.696  -0.22
78 H 1.615 0.602 0.310  0.59
79 H 2.209 0.110 -1.243  0.50

Properties
total energy	-113439.29374	eV
charge	-1

Formula: C2H11N2O
Source: OMol25
Level of theory: ωB97M-V/def2-TZVPD

Each line ends with the natural charge from an NBO analysis.
CARTESIAN COORDINATES (ANGSTROEM)
1 C -2.048 -1.058 1.048  -0.45
2 N -1.328 -1.295 -0.212  -0.91
3 H -2.729 -1.928 1.399  0.22
4 H -1.411 -0.724 1.915  0.18
5 H -2.777 -0.150 0.957  0.21
6 H -1.680 -0.845 -1.049  0.38
7 H -1.002 -2.209 -0.363  0.39
8 H -0.242 0.749 0.305  0.49
9 N 0.589 1.370 -0.084  -0.76
10 C 1.607 0.575 -0.894  0.09
11 O 2.864 1.024 -0.429  -0.76
12 H 1.075 1.717 0.916  0.48
13 H 0.293 2.150 -0.674  0.45
14 H 1.658 -0.612 -0.681  0.24
15 H 1.455 0.872 -1.953  0.21
16 H 3.676 0.363 -0.200  0.54

Properties
energy above the lowest of the compared OMol25 structures with the same formula, charge and spin	261.6	kJ/mol
total energy	-7271.56471	eV
charge	+1

Formula: C12H19FN3O5
Source: OMol25
Level of theory: ωB97M-V/def2-TZVPD

Each line ends with the natural charge from an NBO analysis.
CARTESIAN COORDINATES (ANGSTROEM)
1 C 1.315 -1.267 1.798  -0.67
2 C 2.420 -0.335 2.459  -0.07
3 O 2.810 0.786 1.665  -0.52
4 C 3.520 0.401 0.485  -0.09
5 C 2.921 1.255 -0.754  -0.09
6 O 2.041 2.234 -0.204  -0.53
7 C 1.053 2.667 -1.144  -0.10
8 C -0.100 1.585 -1.247  -0.12
9 O -1.374 2.008 -0.714  -0.51
10 C -1.658 1.434 0.544  -0.11
11 C -2.660 0.221 0.498  0.45
12 N -3.652 0.023 1.449  -0.48
13 C -4.366 -1.167 1.159  -0.02
14 C -3.826 -1.759 -0.072  -0.06
15 N -2.789 -0.836 -0.365  -0.40
16 C -1.908 -1.050 -1.544  0.81
17 O -2.227 -0.739 -2.648  -0.43
18 N -0.608 -1.623 -1.198  -0.69
19 C 0.134 -2.018 -2.372  0.96
20 O 0.545 -3.138 -2.431  -0.50
21 F 0.448 -1.178 -3.400  -0.29
22 H 1.793 -2.275 1.599  0.23
23 H 0.390 -1.392 2.439  0.21
24 H 0.988 -0.830 0.813  0.20
25 H 3.305 -0.944 2.821  0.18
26 H 1.954 0.097 3.398  0.19
27 H 3.447 -0.702 0.249  0.18
28 H 4.624 0.655 0.557  0.19
29 H 2.400 0.520 -1.450  0.15
30 H 3.751 1.711 -1.381  0.19
31 H 1.524 2.780 -2.160  0.19
32 H 0.598 3.652 -0.845  0.22
33 H -0.194 1.269 -2.333  0.21
34 H 0.271 0.660 -0.710  0.18
35 H -2.148 2.229 1.177  0.23
36 H -0.742 1.094 1.116  0.24
37 H -3.798 0.680 2.223  0.47
38 H -5.201 -1.571 1.790  0.28
39 H -4.145 -2.674 -0.617  0.29
40 H -0.856 -2.462 -0.650  0.43

Properties
total energy	-30167.36419	eV
charge	+1
SMILES	CCOCCOCCOCc1[nH]cc[n+]1C(=O)NC(=O)F

Formula: C15H10Co2NO7
Source: OMol25
Level of theory: ωB97M-V/def2-TZVPD

Each line ends with the natural charge from an NBO analysis.
CARTESIAN COORDINATES (ANGSTROEM)
1 O -0.879 2.089 -4.745  -0.40
2 C -0.720 1.593 -3.716  0.61
3 Co -0.494 0.754 -2.185  0.08
4 C -1.665 -0.537 -2.182  0.58
5 O -2.417 -1.426 -2.142  -0.45
6 C 0.989 -0.196 -2.317  0.50
7 O 1.902 -0.906 -2.398  -0.42
8 C -1.022 1.940 -0.797  -0.41
9 C -0.259 1.051 0.002  -0.31
10 C -0.416 -0.142 0.671  -0.03
11 C 0.669 -0.998 1.134  -0.08
12 C 0.426 -2.379 1.390  -0.13
13 C 1.427 -3.229 1.842  -0.22
14 C 2.720 -2.728 2.049  -0.12
15 C 3.003 -1.383 1.786  -0.22
16 C 1.993 -0.533 1.317  -0.15
17 Co 0.576 2.633 -0.430  0.01
18 C 0.456 3.849 -1.728  0.59
19 O 0.410 4.656 -2.555  -0.42
20 C 2.359 2.373 -0.563  0.55
21 O 3.508 2.271 -0.641  -0.42
22 C 0.399 3.641 1.005  0.64
23 O 0.282 4.280 1.965  -0.41
24 H -2.000 2.376 -0.603  0.24
25 H -1.432 -0.552 0.806  0.25
26 H -0.580 -2.760 1.225  0.23
27 H 1.192 -4.278 2.047  0.24
28 H 3.498 -3.392 2.431  0.24
29 H 4.013 -0.993 1.954  0.24
30 H 2.227 0.510 1.103  0.21
31 N -4.340 -1.682 0.446  -0.51
32 O -3.570 -1.140 1.543  -0.63
33 H -3.709 -1.606 -0.357  0.33
34 H -4.359 -2.658 0.717  0.34
35 H -4.183 -0.497 1.924  0.48

Properties
energy above the lowest of the compared OMol25 structures with the same formula, charge and spin	0.0	kJ/mol
total energy	-106781.72789	eV
charge	+1